[1]
Entry from the OMol25 dataset: the molecule C5H6N4O2S (ωB97M-V with the def2-TZVPD basis set).

Its molecular weight is 186.20 u. The calculation puts the frontier orbital gap (alpha / beta) at 7.88 / 7.89 eV. The calculation puts the energy above the lowest of the compared OMol25 structures with the same formula, charge and spin at 5.0092 eV. The calculated total energy is -26167.9495 eV. Its LUMO energy (alpha / beta) is 0.2 / 0.2 eV.

Geometry as XYZ:
```
18
Properties=species:S:1:pos:R:3:forces:R:3:lowdin_charge:R:1
C 1.064 -0.263 -1.344 -0.07 -0.11 -0.03 -0.163
C -0.530 -2.074 1.694 0.39 0.64 -0.24 -0.152
C -0.312 -1.756 -0.673 0.44 1.44 0.73 -0.531
C -0.966 -0.413 -0.348 -1.29 0.72 -1.04 -0.045
C -0.158 1.874 -0.990 -0.16 0.30 -0.01 -0.058
N 0.940 -1.543 -1.281 0.46 -0.61 -0.18 0.148
N -0.374 -1.289 0.696 0.60 -1.57 0.86 0.067
N 0.028 0.460 -0.854 0.14 -0.40 0.19 -0.152
N -0.504 -3.421 1.527 -0.12 0.04 -0.67 -0.091
O -0.276 -5.283 -0.210 0.54 -0.09 -0.19 -0.394
O -0.970 -2.937 -0.941 -0.44 -0.89 0.10 -0.225
S -1.170 -4.203 0.060 -0.49 0.54 0.45 0.970
H 1.935 0.207 -1.765 0.18 0.19 -0.10 0.126
H -0.590 -1.660 2.692 -0.13 -0.07 0.17 0.143
H -1.064 2.087 -1.561 0.04 -0.01 0.01 0.086
H -0.255 2.340 -0.008 0.05 0.06 -0.08 0.083
H 0.698 2.301 -1.513 -0.01 0.03 0.03 0.084
H -0.539 -3.986 2.359 -0.12 -0.20 -0.02 0.102
```
Forces are in eV/Å.

[2]
Entry from the OMol25 dataset: a structure of composition C6H11N3 (ωB97M-V with the def2-TZVPD basis set).

Its molecular weight is 125.17 u. The calculation puts the frontier orbital gap at 9.92 eV. The calculation puts the energy above the lowest of the compared OMol25 structures with the same formula, charge and spin at 10.1118 eV. The calculated total energy is -10860.7071 eV. Its LUMO energy is 0.6 eV.

Geometry as XYZ:
```
20
Properties=species:S:1:pos:R:3:forces:R:3:lowdin_charge:R:1
C 2.382 -0.863 -0.444 1.50 -4.47 -0.04 -0.168
C 0.604 -0.140 0.800 1.19 -0.97 3.05 -0.710
C -0.157 -0.319 2.016 -4.43 -2.24 4.85 -0.110
C -0.988 0.163 -1.261 1.58 3.18 -3.57 -0.188
C -2.284 0.894 -0.886 -6.20 -2.68 1.27 -0.108
C -3.574 0.818 -0.621 4.81 2.00 -1.40 0.075
H 3.244 -0.060 -0.005 -2.72 -1.97 -1.89 0.146
H 1.877 -0.927 -1.495 1.55 1.24 1.38 0.079
H 2.851 -2.036 -0.505 -0.28 3.48 0.16 0.113
H -0.514 -1.765 1.843 1.00 4.64 1.18 0.196
H -1.321 0.377 2.242 3.83 -2.18 -1.09 0.140
H 0.532 -0.151 3.124 -2.08 -0.70 -3.63 0.134
H 0.327 1.895 0.828 0.44 -1.42 -0.69 0.143
H 1.074 0.711 -1.525 0.78 -0.70 -1.38 0.015
H -0.780 -0.807 -0.864 -0.56 -0.48 0.77 0.069
H -0.942 -0.008 -2.460 -0.50 0.54 2.71 0.157
H -4.704 1.164 -0.518 3.18 -1.02 -0.21 0.071
N 1.290 -1.169 0.506 0.95 1.03 -1.49 -0.029
N 0.786 1.104 0.313 -1.40 2.77 -1.72 -0.002
N 0.298 1.117 -1.085 -2.61 -0.05 1.72 -0.025
```
Forces are in eV/Å.

[3]
Entry from the OMol25 dataset: the molecule C3H4ClFO (ωB97M-V with the def2-TZVPD basis set).

Its molecular weight is 110.52 u. The calculation puts the frontier orbital gap at 10.74 eV. The calculation puts the energy above the lowest of the compared OMol25 structures with the same formula, charge and spin at 1.5961 eV. The calculated total energy is -20461.1203 eV. As for the SMILES: O[C@@H]1C[C@]1(F)Cl. Its LUMO energy is 0.7 eV.

Geometry as XYZ:
```
10
Properties=species:S:1:pos:R:3:forces:R:3:lowdin_charge:R:1
O -1.600 -0.835 -0.280 -4.22 1.65 -2.66 0.057
C -0.343 -0.649 -0.007 2.17 1.35 1.49 -0.420
C 0.177 0.383 0.955 2.00 0.16 2.86 -0.032
C 0.701 0.331 -0.396 0.72 -0.88 -3.51 -0.772
F 1.925 -0.283 -0.739 -0.89 0.73 1.14 -0.040
Cl 0.416 1.514 -1.691 -0.33 -0.05 0.82 0.685
H -1.843 -0.147 -0.936 -0.51 -0.59 0.42 0.120
H 0.023 -1.591 0.085 2.12 -2.44 0.78 0.128
H -0.355 1.293 1.270 -0.02 -0.63 -0.36 0.129
H 0.898 -0.017 1.740 -1.04 0.71 -0.96 0.144
```
Forces are in eV/Å.

[4]
Entry from the OMol25 dataset: a structure of composition C25H36NO2Sc (ωB97M-V with the def2-TZVPD basis set).

Its molecular weight is 427.52 u. The calculation puts the frontier orbital gap at 5.12 eV. The calculation puts the energy above the lowest of the compared OMol25 structures with the same formula, charge and spin at 3.8895 eV. The calculated total energy is -52790.7130 eV. Its LUMO energy is -0.2 eV.

Geometry as XYZ:
```
65
Properties=species:S:1:pos:R:3:forces:R:3:lowdin_charge:R:1
O -0.219 -1.105 -1.956 0.32 0.63 -4.00 -0.237
C 0.210 0.019 -2.907 -0.22 0.16 0.88 -0.062
C 0.121 -0.836 -4.155 -0.23 0.22 0.52 -0.073
H 1.245 0.310 -2.667 -0.56 0.11 0.16 0.140
H -0.522 0.831 -2.812 0.53 -0.32 -0.07 0.104
C -0.126 -2.019 -3.211 0.23 -0.47 -0.66 -0.478
H 1.071 -0.908 -4.711 -0.69 0.08 0.07 0.133
H -0.753 -0.604 -4.776 0.47 -0.03 0.00 0.129
C 1.115 -2.883 -3.193 0.27 -0.55 0.39 -0.029
H 2.013 -2.278 -2.996 -0.33 -0.23 -0.15 0.097
H 1.261 -3.380 -4.165 -0.29 0.37 0.16 0.112
H 1.051 -3.680 -2.447 0.12 0.17 -0.10 0.081
C -1.408 -2.767 -3.519 0.19 0.09 0.38 0.005
H -2.243 -2.055 -3.579 0.11 -0.35 0.11 0.100
H -1.601 -3.551 -2.772 -0.11 0.25 -0.25 0.091
H -1.275 -3.239 -4.509 -0.08 0.17 0.43 0.110
Sc -0.524 -1.017 0.048 0.80 -0.44 4.39 1.069
C -2.132 -1.415 2.155 -0.61 0.37 -0.40 -0.144
C -2.051 -0.015 2.277 -0.44 -0.40 -0.40 -0.102
C -2.422 0.568 1.037 -0.12 -0.63 -0.35 -0.139
H -1.879 0.515 3.210 0.44 -0.10 -0.46 0.112
C -2.801 -0.494 0.146 -0.41 -0.10 0.22 -0.238
C -2.594 -1.749 0.840 -0.63 0.91 0.01 -0.218
H -2.885 -2.743 0.480 0.19 0.52 0.16 0.117
H -1.937 -2.106 2.972 0.07 0.20 -0.38 0.107
H -2.525 1.643 0.865 0.10 -0.49 -0.10 0.099
H -3.287 -0.376 -0.821 0.16 -0.02 0.22 0.100
C 0.834 -2.450 2.027 -0.58 -0.59 -0.31 -0.104
C -0.115 -3.232 1.327 1.09 0.04 0.06 -0.152
C 0.210 -3.214 -0.064 0.55 0.18 -0.05 -0.213
H -0.912 -3.809 1.791 0.18 0.23 -0.24 0.116
C 1.404 -2.398 -0.196 0.27 -0.35 0.58 -0.204
C 1.723 -1.880 1.086 -0.08 -0.92 -0.73 -0.129
H 2.581 -1.250 1.302 -0.32 -0.08 0.08 0.115
H 0.912 -2.359 3.109 -0.21 0.25 -0.61 0.096
H -0.315 -3.792 -0.828 0.33 0.19 0.26 0.096
H 2.047 -2.238 -1.055 -0.43 -0.04 0.28 0.084
O 1.659 4.221 -2.257 -1.39 0.07 -0.14 -0.138
C 1.169 3.350 -1.211 0.51 0.42 0.72 -0.222
C -0.348 3.187 -1.381 0.56 0.83 -0.67 -0.158
H 1.371 3.844 -0.237 -0.08 -0.27 -0.44 0.119
H 1.765 2.432 -1.222 -0.18 0.05 -0.12 0.103
C -0.660 4.624 -1.857 0.59 -0.07 0.72 -0.166
H -0.878 2.915 -0.457 0.23 -0.13 -0.39 0.104
H -0.530 2.504 -2.221 -0.28 0.12 0.46 0.076
C 0.493 4.887 -2.830 -0.01 -0.31 0.14 -0.186
H -0.558 5.263 -0.964 -0.09 0.04 -0.38 0.122
H -1.642 4.782 -2.278 -0.22 -0.06 -0.22 0.107
H 0.679 5.957 -3.008 0.21 -0.39 0.21 0.120
H 0.256 4.415 -3.796 0.14 0.12 0.06 0.113
C -0.349 -1.067 5.197 -0.18 -0.31 0.22 -0.083
C 0.473 -0.067 4.487 1.68 2.21 0.18 -0.418
C 1.154 1.032 5.115 -0.88 -0.97 -0.63 -0.101
C 1.722 1.795 4.075 -0.20 -0.67 -1.13 -0.104
C 1.394 1.104 2.865 0.03 0.25 2.49 -0.420
C 1.719 1.591 1.514 -0.18 0.43 -0.34 -0.087
N 0.653 -0.001 3.139 -0.15 0.39 -0.40 0.020
H -0.123 -1.025 6.271 -0.09 -0.07 -0.23 0.074
H -0.141 -2.088 4.851 -0.26 0.01 0.12 0.054
H -1.421 -0.848 5.085 0.03 -0.31 0.03 0.060
H 1.166 1.196 6.188 0.11 0.12 -0.19 0.072
H 2.276 2.733 4.105 -0.06 -0.29 0.23 0.073
H 1.832 0.784 0.770 0.11 0.03 0.04 0.042
H 2.658 2.161 1.581 -0.22 -0.13 -0.42 0.089
H 0.936 2.274 1.142 0.20 -0.14 -0.02 0.049
```
Forces are in eV/Å.

[5]
Entry from the OMol25 dataset: a cluster of 2 separate species, C2H6N3S in total (ωB97M-V with the def2-TZVPD basis set).

Its molecular weight is 104.16 u. The calculation puts the frontier orbital gap at 7.12 eV. The calculation puts the energy above the lowest of the compared OMol25 structures with the same formula, charge and spin at 3.5178 eV. The calculated total energy is -17466.6202 eV. As for the net charge: +1. Its LUMO energy is -7.2 eV.

Geometry as XYZ:
```
12
Properties=species:S:1:pos:R:3:forces:R:3:lowdin_charge:R:1
C -1.712 -1.630 0.574 1.61 -1.31 0.33 -0.281
C -0.745 0.021 -0.335 0.15 2.68 -2.75 -0.382
N -1.897 -0.472 0.192 -0.97 0.51 0.57 0.083
N 0.306 -0.866 -0.348 1.37 -1.24 -0.77 -0.302
N 1.682 1.481 -0.008 0.98 1.57 2.80 0.023
S -0.004 -2.245 0.325 -1.14 1.78 -0.45 1.241
H -2.310 -2.216 1.132 -2.42 -1.91 1.51 0.060
H -1.073 0.478 -1.414 1.51 -0.66 2.20 0.247
H -0.204 0.917 0.242 -0.22 -0.37 -0.71 0.191
H 1.677 2.250 -0.654 0.14 -0.02 -0.55 0.040
H 1.821 0.586 -0.408 0.63 -0.46 -0.74 -0.016
H 2.459 1.696 0.702 -1.64 -0.57 -1.44 0.095
```
Forces are in eV/Å.

[6]
Entry from the OMol25 dataset: the molecule C23H28N6O2 (ωB97M-V with the def2-TZVPD basis set).

Its molecular weight is 420.52 u. The calculation puts the frontier orbital gap at 7.89 eV. The calculation puts the energy above the lowest of the compared OMol25 structures with the same formula, charge and spin at 0.0000 eV. The calculated total energy is -37342.9685 eV. As for the SMILES: N#C[C@H](C(=O)NC1CCCCC1)c1nc2ccccc2nc1N1CCC(C(N)=O)CC1. Its LUMO energy is 0.0 eV.

Geometry as XYZ:
```
59
Properties=species:S:1:pos:R:3:forces:R:3:lowdin_charge:R:1
N 0.519 3.420 0.389 0.04 0.42 -0.12 0.198
C 0.520 2.325 0.720 0.08 0.56 -0.01 -0.195
C 0.630 0.964 1.175 0.09 -0.76 -0.02 -0.147
C 1.457 0.147 0.151 0.15 0.12 0.33 -0.441
O 0.982 -0.283 -0.878 -0.22 -0.15 -0.21 0.077
N 2.735 -0.027 0.515 0.33 -0.02 0.17 0.119
C 3.701 -0.737 -0.304 0.20 0.03 0.04 -0.316
C 4.324 -1.889 0.483 -0.18 -0.14 -0.33 -0.149
C 5.330 -2.636 -0.388 0.20 0.14 0.26 -0.200
C 6.414 -1.687 -0.890 -0.13 -0.14 -0.28 -0.210
C 5.791 -0.532 -1.668 0.19 0.11 0.27 -0.199
C 4.787 0.219 -0.799 -0.18 -0.18 -0.32 -0.147
C -0.683 0.265 1.485 0.15 -0.22 0.40 -0.134
N -0.538 -0.671 2.378 0.28 0.11 -0.26 0.190
C -1.632 -1.280 2.890 -0.59 0.21 -0.10 -0.212
C -1.504 -2.328 3.815 -0.16 -0.14 0.14 -0.021
C -2.627 -2.853 4.398 0.34 -0.10 0.02 -0.089
C -3.898 -2.346 4.085 -0.21 0.17 -0.11 -0.083
C -4.050 -1.327 3.185 -0.03 -0.17 0.12 -0.016
C -2.916 -0.783 2.551 0.61 -0.29 0.19 -0.209
N -3.053 0.170 1.614 0.17 0.23 -0.45 0.193
C -1.983 0.653 1.005 -0.66 -0.26 0.56 -0.206
N -2.182 1.609 0.056 0.07 0.23 0.08 -0.064
C -3.511 2.183 -0.049 -0.42 0.16 0.16 -0.143
C -4.417 1.381 -0.982 0.09 0.19 -0.10 -0.123
C -3.775 1.230 -2.363 -0.14 -0.05 0.22 -0.240
C -3.778 2.552 -3.128 -0.04 -0.54 -0.11 -0.524
N -3.390 2.431 -4.421 0.16 0.10 -0.49 0.168
O -4.107 3.619 -2.663 -0.14 0.38 0.24 0.067
C -2.350 0.687 -2.202 0.09 0.14 0.05 -0.113
C -1.530 1.547 -1.234 0.19 -0.25 -0.45 -0.146
H 1.185 0.982 2.122 -0.18 -0.01 -0.17 0.152
H 3.078 0.362 1.379 -0.19 0.02 -0.02 0.152
H 3.141 -1.131 -1.158 0.08 0.04 0.10 0.153
H 3.540 -2.568 0.822 -0.03 0.05 0.08 0.120
H 4.832 -1.489 1.365 0.01 0.03 0.10 0.120
H 5.781 -3.448 0.185 -0.05 -0.07 -0.05 0.110
H 4.810 -3.077 -1.241 -0.02 -0.09 -0.04 0.116
H 7.114 -2.229 -1.528 0.08 0.01 0.05 0.108
H 6.974 -1.292 -0.039 0.08 0.01 0.04 0.113
H 6.570 0.155 -2.006 -0.03 0.00 -0.09 0.110
H 5.282 -0.921 -2.552 0.00 0.01 -0.10 0.117
H 4.328 1.031 -1.366 -0.02 0.05 0.07 0.120
H 5.303 0.656 0.061 0.01 0.07 0.07 0.120
H -0.516 -2.698 4.045 0.10 -0.01 0.04 0.110
H -2.541 -3.661 5.108 0.03 -0.06 0.04 0.100
H -4.766 -2.776 4.564 -0.08 -0.01 0.02 0.102
H -5.021 -0.936 2.924 -0.10 0.05 -0.03 0.111
H -3.947 2.222 0.949 0.02 0.10 -0.13 0.120
H -3.396 3.197 -0.438 -0.01 -0.08 0.07 0.122
H -4.585 0.394 -0.548 -0.03 0.00 -0.03 0.110
H -5.374 1.895 -1.073 -0.04 -0.03 0.03 0.120
H -4.362 0.518 -2.958 0.05 0.07 0.01 0.145
H -3.133 1.551 -4.829 -0.02 0.01 0.06 0.099
H -3.356 3.257 -4.995 -0.01 -0.02 0.05 0.112
H -1.829 0.643 -3.159 0.03 -0.07 -0.02 0.111
H -2.402 -0.329 -1.801 0.02 -0.04 -0.05 0.127
H -0.540 1.104 -1.152 -0.12 0.12 -0.05 0.085
H -1.436 2.568 -1.615 0.09 -0.02 0.03 0.134
```
Forces are in eV/Å.